{"formula": "C20H59CrO10", "method": "ωB97M-V/def2-TZVPD", "orbital_gap_ha": [0.2566, 0.2695], "s_squared": 6.008, "multiplicity": 5, "charge": 1, "e_homo_ev": [-11.50, -11.54], "total_energy_ev": -70582.314, "species": ["Cr", "C", "C", "O", "H", "H", "H", "H", "H", "C", "C", "O", "H", "H", "H", "H", "H", "H", "C", "C", "O", "H", "H", "H", "H", "H", "H", "C", "C", "O", "H", "H", "H", "H", "H", "H", "C", "C", "O", "H", "H", "H", "H", "H", "H", "C", "C", "O", "H", "H", "H", "H", "H", "H", "C", "C", "O", "H", "H", "H", "H", "H", "H", "C", "C", "O", "H", "H", "H", "H", "H", "H", "C", "C", "O", "H", "H", "H", "H", "H", "H", "C", "C", "O", "H", "H", "H", "H", "H", "H"], "positions_angstrom": [[-22.92880, 12.09609, -20.31293], [-20.41337, 10.82956, -17.05205], [-20.42514, 12.17216, -17.72908], [-21.49361, 12.25300, -18.65164], [-19.55068, 10.68223, -16.40231], [-20.29689, 9.98618, -17.73267], [-21.34705, 10.63476, -16.52442], [-19.44931, 12.32801, -18.18906], [-20.64029, 12.78882, -16.85641], [-18.97882, 10.34534, -21.03908], [-20.42243, 9.93035, -21.13849], [-21.27785, 10.92680, -21.72296], [-18.57840, 10.72651, -21.97848], [-18.41741, 9.51871, -20.60364], [-18.79744, 11.08832, -20.26243], [-20.70596, 9.36380, -20.25152], [-20.39469, 9.12173, -21.86887], [-21.17243, 11.01163, -22.67338], [-17.49815, 14.80599, -18.52537], [-16.21496, 14.30294, -17.78533], [-15.22005, 15.38169, -17.80108], [-18.26857, 14.11870, -18.17582], [-17.35178, 14.79317, -19.60542], [-17.77875, 15.83527, -18.30186], [-15.79871, 13.36468, -18.15208], [-16.52565, 14.18999, -16.74667], [-14.96439, 15.42757, -18.72527], [-26.47393, 13.69800, -20.02224], [-25.45405, 14.04035, -18.93807], [-24.19317, 13.30586, -18.95642], [-27.24444, 14.46006, -20.13919], [-26.93973, 12.76462, -19.70613], [-25.98452, 13.64090, -20.99451], [-25.93391, 13.95268, -17.96331], [-25.16617, 15.09131, -18.96475], [-23.75809, 13.67689, -18.18529], [-18.40795, 9.08047, -13.39929], [-17.18948, 8.24147, -12.88713], [-16.85237, 8.55477, -11.59459], [-18.60161, 8.69486, -14.40023], [-18.27451, 10.14613, -13.58548], [-19.32617, 8.83278, -12.86673], [-16.32118, 8.40090, -13.52646], [-17.43364, 7.18916, -13.03241], [-17.45359, 8.09397, -11.00485], [-23.60359, 15.37488, -14.76327], [-22.52012, 14.88332, -15.70154], [-23.01559, 14.01871, -16.66516], [-23.99001, 14.48849, -14.26019], [-24.42521, 15.79869, -15.34071], [-23.27597, 16.06493, -13.98570], [-21.84230, 14.25433, -15.12445], [-21.98187, 15.70908, -16.16684], [-22.31448, 13.42298, -16.93932], [-18.53151, 6.76328, -18.47330], [-18.72222, 7.04262, -17.03797], [-17.66548, 6.54875, -16.27076], [-17.78299, 7.45057, -18.86756], [-19.43070, 6.83313, -19.08541], [-18.11254, 5.78358, -18.70299], [-19.69384, 6.67347, -16.70968], [-18.87130, 8.10326, -16.83568], [-17.86435, 5.78581, -15.72306], [-22.66031, 9.02898, -14.34964], [-22.53434, 7.93475, -15.41663], [-22.79243, 6.63847, -14.87982], [-22.86750, 9.96332, -14.87135], [-21.71869, 9.10763, -13.80625], [-23.43391, 8.93025, -13.58813], [-21.54559, 8.01500, -15.86832], [-23.33638, 7.94491, -16.15469], [-23.73258, 6.44917, -14.92321], [-19.74224, 13.19176, -13.50122], [-18.75191, 14.21136, -14.10414], [-19.30282, 15.47457, -14.40893], [-20.32165, 12.86693, -14.36544], [-20.50801, 13.50691, -12.79244], [-19.05582, 12.44637, -13.09956], [-18.27685, 13.75795, -14.97411], [-17.90407, 14.34275, -13.43182], [-18.73786, 15.93040, -15.03714], [-25.38517, 9.81880, -17.57239], [-24.06743, 9.56654, -18.33013], [-23.99554, 10.30675, -19.56078], [-25.41590, 9.44254, -16.54985], [-26.21138, 9.40505, -18.15056], [-25.54115, 10.89080, -17.45161], [-23.95442, 8.51186, -18.58109], [-23.21700, 9.85404, -17.71191], [-24.55474, 9.94777, -20.25361]], "forces_ev_per_a": [[2.05, -0.08, 3.24], [0.32, -1.49, -0.23], [-1.23, -1.13, -0.46], [-1.22, 0.15, -1.27], [-0.09, 0.39, 0.50], [-0.13, 0.02, -0.58], [0.07, 0.20, 0.28], [0.02, 0.54, 0.08], [0.61, 1.16, -0.15], [0.16, 0.76, 1.23], [1.69, -1.66, -1.80], [-1.80, 1.02, 1.91], [0.13, -0.32, 0.04], [0.15, -0.39, -0.68], [-0.36, 0.52, -0.13], [-1.06, 1.21, 0.37], [-0.24, -0.20, -0.25], [0.28, -0.30, 0.01], [0.99, -0.97, 0.20], [-0.55, 2.59, 0.08], [-0.64, -1.42, 0.00], [-0.45, 0.17, -0.57], [-0.22, -0.37, -0.10], [0.25, -0.11, 0.53], [-0.13, 0.03, -0.16], [0.45, -0.15, 0.11], [0.31, 0.29, -0.08], [0.92, -0.36, 0.48], [-0.36, 1.30, -0.09], [-1.16, -0.81, -1.82], [0.11, 0.05, 0.38], [-0.14, -0.12, -0.60], [-0.03, -0.33, -0.13], [0.22, -0.55, 0.15], [-0.03, 0.13, -0.37], [1.18, 0.13, 1.02], [0.45, -1.24, -1.03], [-1.18, 0.82, -1.66], [0.53, 0.04, 1.41], [-0.07, -0.17, -0.34], [0.23, 0.03, 0.75], [0.11, 0.37, 0.43], [0.03, 0.28, 0.04], [-0.15, -0.23, 0.19], [0.01, 0.08, 0.16], [-0.44, -0.73, -0.32], [1.04, 0.65, 1.54], [-1.48, -0.86, -1.47], [-0.22, 0.03, 0.14], [-0.03, 0.25, 0.10], [0.23, 0.06, -0.33], [0.47, 0.63, 0.26], [0.16, 0.05, 0.05], [0.21, -0.21, -0.29], [0.79, 0.04, -1.72], [-1.58, -0.25, 1.07], [1.00, 0.25, 0.47], [-0.01, 0.16, -0.23], [-0.20, 0.28, 0.15], [-0.13, -0.22, 0.48], [-0.07, -0.66, 0.18], [0.59, 0.37, -0.15], [-0.43, 0.05, -0.24], [0.26, 0.22, -0.40], [-1.84, -0.44, 0.90], [1.22, -0.68, 0.49], [0.22, 0.31, 0.12], [0.04, 0.17, -0.06], [-0.22, -0.52, -0.32], [-0.08, -0.45, -0.11], [0.33, 1.24, -0.62], [0.08, 0.15, 0.02], [0.43, 0.80, -1.33], [0.51, 0.06, 0.89], [-0.70, -0.05, -0.14], [0.01, -0.81, 0.09], [0.62, 0.46, 0.34], [-0.66, -0.48, 0.06], [-0.29, -0.19, -0.40], [0.00, 0.13, 0.43], [0.11, 0.00, 0.04], [0.30, 0.42, -0.63], [-0.51, -0.44, 1.15], [0.34, 0.97, -1.01], [0.29, -0.44, -0.19], [-0.15, -0.01, 0.18], [0.03, 0.12, -0.23], [0.02, -0.03, 0.04], [0.06, 0.23, -0.37], [-0.32, -0.53, 0.30]]}

{"formula": "C2HNO2", "method": "ωB97M-V/def2-TZVPD", "orbital_gap_ha": 0.4899, "e_homo_ev": -12.79, "total_energy_ev": -7674.804, "smiles": "O=C=O.C#N", "species": ["O", "C", "O", "C", "N", "H"], "positions_angstrom": [[2.00900, -0.33912, 1.29893], [1.46540, -0.74532, 0.37608], [1.02481, -1.29055, -0.64049], [-1.54416, 0.68028, -0.36323], [-1.46181, 1.08545, 0.70636], [-1.49324, 0.60925, -1.37765]], "forces_ev_per_a": [[-0.18, 0.53, 0.51], [-1.44, -3.33, -5.19], [1.58, 2.83, 4.69], [0.30, 1.19, 2.17], [-0.16, -0.51, 0.04], [-0.11, -0.71, -2.22]]}

Which formula does entry 1 have? C20H59CrO10